A 2-piece molecular cluster, C5H12N overall, computed with wB97M-V/def2-TZVPD.

```
18
C5H12N, DFT wB97M-V/def2-TZVPD
C 0.8913 -0.5272 -1.1526
C -0.5256 -0.2350 -0.6678
C -1.4058 -1.4470 -0.5046
C -2.1591 -1.6614 0.5653
H 0.8046 -1.2680 -1.9488
H 1.3480 0.3502 -1.6167
H 1.4954 -1.0297 -0.3903
H -1.0010 0.4387 -1.3974
H -0.5400 0.2563 0.3166
H -1.4264 -2.1457 -1.3363
H -2.8100 -2.5197 0.6533
H -2.1400 -1.0214 1.4433
C 0.8804 2.1383 0.5735
N 1.8271 1.4909 1.1311
H 0.1383 2.5631 1.2412
H 0.7839 2.1978 -0.4999
H 2.4155 0.9243 0.5256
H 1.9713 1.4421 2.1370
```

Properties
Strongest force on any atom (hartree/bohr): 0.0243
E_tot (Eh): -252.1427
Orbital gap (eV): 7.258
Relative energy (zero: lowest compared OMol25 entry of this formula, charge and spin) (kcal per mole): 55.5
HOMO (eV): -12.928
Net charge: +1

C5H9N3 in the gas phase, computed with wB97M-V/def2-TZVPD.

```
17
C5H9N3, DFT wB97M-V/def2-TZVPD
C 2.6040 0.7565 0.1097
C -1.9744 -1.3275 -0.1948
N 0.3953 -1.6768 0.4358
C -0.2482 0.5357 -0.0632
C 1.2634 0.7391 -0.4165
C -0.5809 -0.8666 0.1329
N -1.0558 1.5942 0.4466
N 0.4678 0.9702 -1.3457
H 0.1084 -2.6537 0.3226
H -0.7695 2.5160 0.1280
H -2.0654 1.5071 0.5127
H 2.5770 0.5916 1.1897
H 3.1775 -0.0554 -0.3444
H 3.0835 1.7157 -0.1010
H -1.9626 -2.3567 -0.5650
H -2.5859 -1.2924 0.7111
H -2.4343 -0.6968 -0.9583
```

Properties
Structure (SMILES): [H]/N=C(\C)[C@]1(N)N=C1C
Strongest force on any atom (hartree/bohr): 0.0805
E_tot (Eh): -360.0980
Orbital gap (eV): 8.889
Relative energy (zero: lowest compared OMol25 entry of this formula, charge and spin) (kcal per mole): 62.3
HOMO (eV): -7.833
Net charge: 0

C7H4N2S2 in the gas phase, computed with wB97M-V/def2-TZVPD.

```
15
C7H4N2S2, DFT wB97M-V/def2-TZVPD
C -0.8922 0.1523 0.4760
C 0.1717 -0.7578 0.4904
C -0.7034 1.5800 0.2986
C 1.4609 -0.3365 0.3126
C 0.6147 1.9872 0.2192
C 1.7317 1.0515 0.2574
C 2.4029 3.0235 0.3604
N 1.1302 3.2637 0.1233
N 2.8588 1.7886 0.4039
S 4.2167 4.3083 2.3690
S 3.2152 4.5308 0.6820
H -1.8514 -0.4625 0.5645
H -0.1187 -1.8036 0.3607
H -1.4747 2.3136 0.3484
H 2.3515 -0.9771 0.1620
```

Properties
Strongest force on any atom (hartree/bohr): 0.0764
E_tot (Eh): -1174.9262
Orbital gap (spin up / spin down) (eV): 4.605 / 4.703
Relative energy (zero: lowest compared OMol25 entry of this formula, charge and spin) (kcal per mole): 17.0
HOMO (spin up / spin down) (eV): -8.265 / -8.349
Net charge: 0

C4H9NS2 in the gas phase, computed with wB97M-V/def2-TZVPD.

```
16
C4H9NS2, DFT wB97M-V/def2-TZVPD
C -0.1817 0.4997 2.2408
C -0.3617 0.1143 -0.4583
C 1.0417 -0.4999 -0.3502
C 0.9432 -1.9546 0.1956
H 0.8639 -0.0566 1.8649
H 0.0038 1.5537 2.8925
H -1.0898 -0.3702 2.6228
H 1.4311 -0.5565 -1.3182
H 0.6320 -1.8246 1.1561
H 1.9766 -2.3350 0.2881
H 0.4100 -2.6849 -0.4534
H 2.8123 -0.4367 0.6110
H 2.1316 0.9732 -0.1350
N 1.9949 0.1118 0.5115
S -1.1065 1.0255 0.7278
S -0.8800 -0.0256 -2.0326
```

Properties
Structure (SMILES): CSC(=S)[C@H](C)N
Strongest force on any atom (hartree/bohr): 0.0925
E_tot (Eh): -1008.8187
Orbital gap (eV): 8.284
Relative energy (zero: lowest compared OMol25 entry of this formula, charge and spin) (kcal per mole): 78.2
HOMO (eV): -8.314
Net charge: 0

A 2-piece molecular cluster, C17H30BrCl2FN3 overall, computed with wB97M-V/def2-TZVPD.

```
54
C17H30BrCl2FN3, DFT wB97M-V/def2-TZVPD
C -5.8016 0.6166 -3.6161
C -4.8411 0.4151 -2.4491
C -3.5939 1.2856 -2.6166
C -2.4859 0.9932 -1.6193
F -2.9831 0.2716 -0.5503
C -1.6855 2.1785 -1.1592
C -0.4714 1.8908 -0.2407
Br -0.8196 2.7777 1.4722
C 0.8086 2.4921 -0.9005
N 1.8908 2.8652 -0.0256
C 1.9839 4.2814 0.3337
C -0.3187 0.3835 0.0856
C 1.0172 0.0407 0.7817
C 0.9433 -1.0285 1.8640
C 0.1331 -0.6419 3.0998
Cl 0.3168 -2.5831 1.1641
C -0.4796 -0.5337 -1.1375
N -1.4819 -0.0501 -2.1891
Cl -0.6761 0.5426 -3.6123
H -5.5242 0.0091 -4.4770
H -5.8215 1.6594 -3.9390
H -6.8180 0.3482 -3.3373
H -4.5518 -0.6362 -2.3715
H -5.3240 0.6568 -1.5026
H -3.2066 1.1771 -3.6327
H -3.8471 2.3423 -2.5113
H -2.3908 2.8518 -0.6762
H -1.3517 2.6872 -2.0664
H 0.4895 3.3391 -1.5244
H 1.1761 1.7220 -1.5893
H 2.7658 2.5560 -0.4225
H 1.5589 4.9251 -0.4470
H 1.4703 4.4948 1.2675
H 3.0304 4.5534 0.4526
H -1.1164 0.1143 0.7752
H 1.4014 0.9501 1.2486
H 1.7601 -0.2739 0.0437
H 1.9639 -1.2798 2.1399
H 0.7917 -0.5739 3.9638
H -0.6377 -1.3735 3.3296
H -0.3511 0.3250 2.9637
H -0.8550 -1.4971 -0.8073
H 0.4485 -0.6966 -1.6766
H -2.0248 -0.8543 -2.5129
N 5.2380 -4.7723 3.6744
C 3.8727 -4.7709 3.7330
C 3.4051 -4.2079 2.5748
C 4.5377 -3.8550 1.7894
C 5.6534 -4.2175 2.4965
H 5.8456 -5.1327 4.3874
H 3.3509 -5.1734 4.5840
H 2.3708 -4.0602 2.3149
H 4.5352 -3.4002 0.8125
H 6.6996 -4.1336 2.2581
```

Properties
Strongest force on any atom (hartree/bohr): 0.0112
E_tot (Eh): -4424.0073
Orbital gap (eV): 5.812
Relative energy (zero: lowest compared OMol25 entry of this formula, charge and spin) (kcal per mole): 0.0
HOMO (eV): -9.935
Net charge: +1

A 2-piece molecular cluster, C5H12ClP overall, computed with wB97M-V/def2-TZVPD.

```
19
C5H12ClP, DFT wB97M-V/def2-TZVPD
C -0.1826 1.7454 -1.7530
C -1.0495 -0.4462 -0.9427
C -1.8545 1.6192 0.1112
C 3.0821 -3.2928 2.3490
C -0.6477 1.0488 -0.4992
P 0.7679 1.0327 0.6441
Cl 0.8258 -0.8119 1.4606
H -0.0167 1.0961 -2.5546
H -0.9713 2.4463 -2.0497
H 0.7595 2.3322 -1.6650
H -1.4879 -0.3097 -1.8825
H -1.6927 -0.9318 -0.2705
H -0.1858 -1.0341 -1.1972
H -1.9100 1.6987 1.2282
H -1.9773 2.6871 -0.2256
H -2.8198 1.2568 -0.1923
H 4.0551 -3.5235 2.0109
H 2.4009 -4.1174 2.2520
H 2.9046 -2.4960 3.1763
```

Properties
Strongest force on any atom (hartree/bohr): 0.0832
E_tot (Eh): -999.1199
Orbital gap (spin up / spin down) (eV): 8.179 / 7.986
Relative energy (zero: lowest compared OMol25 entry of this formula, charge and spin) (kcal per mole): 102.7
HOMO (spin up / spin down) (eV): -8.851 / -7.825
Net charge: 0

C10H15AlIO3 as an isolated structure, computed with wB97M-V/def2-TZVPD.

```
30
C10H15AlIO3, DFT wB97M-V/def2-TZVPD
C 1.9849 -2.5329 -0.4114
C 2.4115 -1.2177 -1.1463
C 2.9840 -0.1307 -0.1819
C 1.9623 1.0362 0.1788
C 0.5539 0.5196 0.5294
O 0.0702 0.7137 1.8951
C -1.1346 -0.0061 1.9093
O -1.5371 -0.6045 2.8042
C -1.7773 0.1461 0.4202
C -3.2683 0.6258 0.5497
C -4.1416 -0.3249 -0.4444
O -4.7140 -1.2238 -0.0155
C -0.7225 1.1004 -0.2754
I -0.9293 3.1899 0.4007
H 0.8613 -2.6249 -0.3752
H 2.4336 -2.5769 0.6053
H 2.3490 -3.4529 -0.9524
H 1.5558 -0.8834 -1.7794
H 3.2451 -1.5244 -1.8594
H 3.3409 -0.6426 0.7431
H 3.8681 0.3277 -0.6932
H 2.3668 1.5148 1.1083
H 1.9562 1.8293 -0.6077
H 0.3704 -0.5838 0.4047
H -1.6489 -0.7931 -0.1789
H -3.5871 0.4686 1.6095
H -3.4536 1.6821 0.2548
H -4.1418 -0.0956 -1.5525
H -0.5620 0.9669 -1.3728
Al -0.6960 5.0969 -1.5667
```

Properties
Strongest force on any atom (hartree/bohr): 0.0551
E_tot (Eh): -1154.4272
Orbital gap (eV): 2.452
HOMO (eV): -19.827
Net charge: +3

A 5-piece molecular cluster, C19H52O6P3 overall, computed with wB97M-V/def2-TZVPD.

```
80
C19H52O6P3, DFT wB97M-V/def2-TZVPD
C 2.9385 0.0186 5.7181
C 4.0037 -0.5757 4.6215
P 3.1280 -1.2051 3.0175
C 1.8841 -2.6312 3.4752
P 1.9899 0.4524 2.0621
C 3.6312 1.3905 1.9670
C 3.7399 2.2921 0.4342
C 3.6219 1.2997 -0.9847
O 5.0075 1.9943 -0.4340
P 0.8174 2.0225 1.1103
C 0.8650 3.6552 2.1069
O -0.8513 1.4977 1.1571
H 3.4520 -0.0043 6.7895
H 2.6285 1.0980 5.3853
H 2.0030 -0.7177 5.7043
H 4.8601 0.2063 4.3618
H 4.5078 -1.5334 5.1259
H 2.5119 -3.4962 3.9647
H 1.4213 -3.0695 2.4708
H 1.0431 -2.2730 4.2065
H 1.7610 1.0608 3.3719
H 0.7423 -0.2995 2.2200
H 2.2052 -0.2753 0.8086
H 4.6047 0.7416 1.9945
H 3.6170 2.2768 2.7477
H 3.2179 3.4329 0.3924
H 3.8415 1.7652 -2.0372
H 3.6633 0.1289 -0.7603
H 1.5639 4.4331 1.5742
H -0.2238 4.1319 2.1178
H 1.2319 3.3875 3.1853
H -1.1316 1.4584 2.1225
C 6.1321 0.8823 -4.5808
C 5.2905 -0.0772 -5.4070
C 5.1890 0.3793 -6.8537
O 3.9833 -0.1622 -4.8457
H 5.6865 1.8833 -4.5682
H 6.1862 0.5477 -3.5392
H 7.1492 0.9577 -4.9779
H 5.7300 -1.0800 -5.3674
H 4.7099 1.3625 -6.9216
H 4.5704 -0.3141 -7.4334
H 6.1779 0.4396 -7.3189
H 3.5854 0.7237 -4.8767
C -2.9898 1.2299 -0.9947
C -4.4018 0.6741 -1.0898
C -5.2109 1.3958 -2.1557
O -5.0506 0.8144 0.1714
H -3.0039 2.2904 -0.7198
H -2.4231 0.7092 -0.2152
H -2.4583 1.1223 -1.9453
H -4.3613 -0.3962 -1.3203
H -5.3036 2.4625 -1.9219
H -6.2285 0.9937 -2.2044
H -4.7459 1.2933 -3.1411
H -5.0909 1.7616 0.3842
C -4.5054 -3.6704 -4.1335
C -4.9562 -2.2377 -3.8971
C -5.8376 -1.7397 -5.0315
O -3.8123 -1.3953 -3.7831
H -3.9149 -3.7487 -5.0532
H -3.8618 -4.0112 -3.3153
H -5.3626 -4.3465 -4.2100
H -5.5045 -2.1758 -2.9507
H -5.2944 -1.7496 -5.9831
H -6.1444 -0.7034 -4.8538
H -6.7348 -2.3580 -5.1349
H -3.3194 -1.4441 -4.6190
C -1.6622 -1.5753 5.2282
C -2.6577 -0.5405 4.7284
C -3.9529 -1.1927 4.2716
O -2.0834 0.1809 3.6416
H -1.3995 -2.2823 4.4334
H -0.7304 -1.0926 5.5421
H -2.0684 -2.1369 6.0752
H -2.8699 0.1810 5.5250
H -3.7713 -1.8863 3.4428
H -4.6550 -0.4372 3.9030
H -4.4277 -1.7429 5.0899
H -1.8916 -0.4517 2.9296
```

Properties
Strongest force on any atom (hartree/bohr): 0.1003
E_tot (Eh): -2230.2773
Orbital gap (eV): 5.294
HOMO (eV): -2.910
Net charge: -1